(1)
60
Properties=species:S:1:pos:R:3:forces:R:3:mulliken_charge:R:1 method="wB97M-V/def2-TZVPD" orbital_gap_ev=9.4 de_lowest_kcal_mol=21.4 homo_energy_ev=-9.2
O -2.428 -2.724 2.368 1.56 -1.17 -0.21 -0.63
H 0.169 -0.851 4.660 0.25 0.11 -0.23 0.28
H 4.325 -0.873 -2.379 -0.05 -0.15 -0.55 0.37
H -1.216 1.560 3.174 -0.09 -0.25 -0.08 0.32
H -0.623 -2.995 1.732 -0.69 0.15 -0.39 0.25
H 0.547 -3.885 1.649 0.30 -0.10 -0.34 0.32
H 2.402 3.854 -0.636 0.19 -0.49 0.18 0.32
H 0.714 -1.527 0.881 -0.07 0.00 0.60 0.42
O -2.889 2.135 -1.951 -0.16 0.08 -0.23 -0.71
H 3.765 -1.451 1.603 0.60 -0.20 -0.24 0.33
H 0.601 2.421 1.502 0.47 -0.03 -0.47 0.19
H -3.209 0.322 0.002 0.09 0.22 -0.02 0.30
H -1.308 -2.270 -1.691 -0.07 -0.05 0.28 0.39
H 0.111 -1.422 3.188 0.39 0.52 0.10 0.44
H -3.205 -3.011 1.871 -0.31 1.02 0.58 0.32
C 1.465 0.816 -1.240 1.61 0.16 -0.51 1.35
H -1.716 0.860 1.859 0.11 0.58 -0.07 0.14
H -3.330 0.146 -2.932 -0.11 -0.20 -0.60 0.29
C 1.528 3.390 -1.098 0.04 1.42 -1.10 -1.55
H -4.107 -1.353 1.114 -0.12 -0.02 1.33 0.26
O -4.837 -2.003 1.162 1.14 0.93 -1.61 -0.71
H 2.192 2.195 1.183 -0.06 0.10 0.03 0.27
H 1.647 0.045 -0.506 -0.91 -0.56 0.14 -0.71
C -0.395 -1.747 -1.957 0.25 -0.55 -1.26 0.01
O -2.283 0.239 0.262 -0.28 -0.44 -0.47 -0.18
O -1.509 1.724 2.271 0.04 0.00 0.50 -0.59
O 0.068 -3.255 1.098 0.03 -0.75 0.36 -0.62
H -0.860 3.648 2.156 -0.24 0.34 0.04 0.32
H -0.056 2.069 -0.720 0.15 0.23 0.71 -0.85
H -1.832 0.055 -0.589 0.24 -0.37 0.27 -0.15
N 0.653 -2.571 -2.285 1.24 0.41 0.43 -0.45
H -3.604 -1.417 -3.058 0.19 0.58 -0.17 0.30
H 2.504 0.849 -1.599 -0.25 0.84 -0.18 0.36
O 3.579 -1.423 -2.107 0.35 0.41 0.51 -0.70
N 1.257 1.893 0.927 -0.26 -0.05 -0.11 -0.18
O -0.227 -1.515 4.095 -0.66 -0.45 0.10 -0.65
C 1.032 2.093 -0.519 -1.11 -0.93 0.21 0.94
H 3.991 1.914 -0.161 0.12 -0.32 0.06 0.34
O -0.174 4.194 1.751 0.22 0.15 -0.25 -0.61
H 0.617 0.001 1.233 0.46 0.02 0.38 0.27
H -4.813 -2.043 0.188 -1.07 -0.86 0.03 0.37
H -2.418 -1.913 2.874 -0.86 0.10 -0.04 0.25
H 4.673 0.543 -0.466 -0.13 0.28 0.58 0.31
H 1.543 -2.091 -2.394 -0.08 0.02 -0.26 0.18
O -3.542 -0.661 -2.460 -0.44 -0.52 0.74 -0.54
H 0.217 1.272 -2.946 0.19 0.13 -0.10 0.31
H -2.384 1.321 -1.868 0.38 0.11 0.07 0.24
N -0.475 -0.508 -2.208 -0.86 1.44 1.65 -0.09
H -2.443 2.765 -1.377 0.02 -0.03 0.05 0.31
H 1.373 -0.077 -3.125 -0.21 0.18 -0.35 0.53
H 0.839 -3.433 -1.793 -0.73 -0.05 0.18 0.30
O 3.828 -0.677 1.026 -0.87 -0.20 0.49 -0.68
H -0.154 5.086 2.107 -0.36 -0.18 0.24 0.26
C 0.645 0.399 -2.456 0.30 -1.35 -0.36 -1.65
H 0.784 4.199 -1.084 -0.11 -0.33 0.46 0.37
H 2.944 -0.323 1.251 0.04 0.30 -0.36 0.33
H 1.740 3.328 -2.175 0.18 -0.39 0.18 0.41
O 0.868 -0.877 1.594 -0.04 0.44 -0.54 -0.70
O 4.573 1.452 -0.772 0.38 0.20 -0.52 -0.65
H 3.502 -1.110 -1.191 -0.30 -0.44 0.12 0.30

(2)
60
Properties=species:S:1:pos:R:3:forces:R:3:mulliken_charge:R:1 method="wB97M-V/def2-TZVPD" orbital_gap_ev=7.8 de_lowest_kcal_mol=165.6 homo_energy_ev=-7.9
C -2.757 -1.843 -1.249 3.23 1.28 0.50 -0.89
O 3.736 -0.754 -2.695 0.49 2.39 -0.11 -0.70
O -3.768 1.110 0.253 -0.60 -0.33 -0.43 -0.64
H -1.639 1.962 -1.761 0.60 0.25 -0.42 0.30
O -1.348 2.457 2.493 -1.27 0.27 -0.20 -0.68
H 2.418 -0.739 3.008 0.30 -0.74 -0.11 0.37
O -2.376 1.360 -1.882 -0.78 -0.57 0.03 -0.60
H 1.324 -3.085 -2.888 1.75 0.57 0.15 0.35
H -0.046 -1.869 -0.818 0.37 -0.38 0.02 1.27
O 2.766 2.164 1.426 0.95 0.52 1.74 -0.51
H 3.907 -0.258 -1.851 -0.48 -1.59 -1.12 0.34
H -2.281 -1.283 -2.114 -1.47 -0.13 0.78 0.14
O 1.178 -2.390 2.306 -2.80 0.17 -0.58 -0.61
H 2.124 0.227 0.607 -1.09 -0.23 -0.38 0.39
O -1.209 -0.474 2.065 -0.53 0.00 2.50 -0.53
N -1.948 -1.436 0.007 -1.71 -1.13 -1.96 -0.16
H -1.297 -3.975 0.671 -0.08 0.40 0.99 0.30
H 1.418 0.342 2.979 0.40 0.09 0.10 0.35
O 1.240 0.190 -3.998 -0.42 0.62 0.09 -0.76
H -2.067 2.502 3.138 0.00 0.73 0.14 0.32
H -0.166 3.625 1.210 -0.30 -0.56 0.56 0.31
H 0.391 -1.019 -3.801 -0.85 -1.10 0.69 0.56
H 3.352 2.906 1.625 0.00 0.37 -0.66 0.25
O 0.647 3.835 0.761 1.39 -0.81 -1.11 -0.74
C 1.307 0.464 -0.115 1.55 -0.40 -0.49 -0.97
H 2.925 1.298 -1.001 -1.51 -0.11 -0.60 0.25
C 1.808 1.099 -1.168 3.16 1.04 1.38 -1.58
H 1.454 1.700 -1.978 -0.78 -0.54 -0.25 0.46
H 1.096 -3.336 2.200 1.05 -0.80 0.03 0.36
H 1.214 2.999 0.655 -1.26 1.47 0.74 0.38
H -2.470 1.157 -2.811 0.20 0.20 -0.30 0.27
H 1.991 -0.249 -3.541 0.09 0.63 0.25 0.48
H -0.495 1.892 4.227 0.49 0.09 -0.09 0.27
C -0.054 0.073 0.122 -1.34 -2.21 -2.25 2.03
H 3.561 -1.681 -2.623 -0.28 -1.00 1.04 0.35
H -0.695 3.565 -1.099 0.06 0.41 0.38 0.34
O -0.357 3.239 -1.936 -0.40 0.01 -0.32 -0.75
H -0.702 -1.740 -2.785 -0.58 0.63 0.52 0.12
H 0.497 0.707 4.597 0.36 0.16 0.58 0.27
H -1.723 1.714 1.998 0.50 -0.21 -0.57 0.28
H -4.651 0.729 0.395 0.42 0.35 -0.18 0.28
O -0.025 -1.879 -3.421 0.90 -0.62 -1.41 -0.88
H -3.623 1.203 -0.735 0.12 -0.08 1.21 0.39
H 2.737 1.814 2.349 -0.30 -0.58 -0.90 0.25
H -0.973 -3.875 2.260 -0.94 0.31 -0.05 0.32
H -2.626 -2.867 -1.526 -0.07 -0.93 0.25 0.28
H 1.795 -3.601 -1.624 0.66 -0.22 0.72 0.29
O 2.324 0.167 3.299 -0.90 0.49 0.06 -0.74
O 2.209 -3.211 -2.397 -2.21 -0.22 -0.86 -0.68
H -0.900 -0.047 2.885 -0.01 0.04 0.08 0.27
H -2.510 -0.650 0.358 1.00 -0.12 -0.27 0.39
O -0.724 -4.230 1.412 0.69 -0.85 -0.84 -0.72
H 0.204 -2.270 2.009 2.22 1.07 0.50 0.22
H 0.696 0.668 -3.329 1.02 -0.49 -0.54 0.31
H -2.093 -0.769 2.260 -0.48 -0.36 0.34 0.27
H -3.764 -1.616 -0.995 -0.84 0.21 -0.45 0.46
H 0.587 3.325 -1.797 0.18 0.07 0.05 0.38
C -0.596 -1.140 -0.258 0.06 3.35 0.61 -1.46
O -0.297 0.960 4.132 -0.08 -0.84 0.45 -0.63
H -0.724 0.835 0.491 0.12 -0.06 -0.04 0.00

(3)
9
Properties=species:S:1:pos:R:3:forces:R:3:mulliken_charge:R:1 method="wB97M-V/def2-TZVPD" orbital_gap_ev=9.9 smiles=C#CC#CCF de_lowest_kcal_mol=11.8 homo_energy_ev=-9.6
C -0.613 -0.205 -0.120 -0.14 2.00 0.66 -0.01
H -2.232 0.942 -0.780 -0.31 0.03 -0.74 0.21
F -2.829 -0.796 0.023 -1.43 -0.79 0.27 -0.25
C 3.143 -0.359 0.060 -3.18 0.08 -0.12 -0.03
C -2.016 0.266 0.031 1.84 0.77 0.00 -0.19
H -2.110 0.926 0.918 -0.05 -0.91 0.03 0.23
C 1.935 -0.285 0.017 1.09 0.86 -0.02 -0.51
H 4.139 -0.486 -0.095 2.21 -0.27 -0.03 0.47
C 0.584 -0.004 -0.055 -0.03 -1.78 -0.04 0.09

(4)
11
Properties=species:S:1:pos:R:3:forces:R:3:mulliken_charge:R:1 method="wB97M-V/def2-TZVPD" orbital_gap_ev=10.5 smiles=Fc1ccc(F)nc1 de_lowest_kcal_mol=29.9 homo_energy_ev=-9.7
F 2.716 -0.165 0.145 -1.72 0.65 -0.81 -0.24
H 1.078 2.319 0.072 0.03 -1.43 -0.49 0.32
H -1.098 2.060 0.354 -0.77 -0.44 -1.00 0.27
F -2.655 -0.031 0.107 -2.22 -0.09 0.23 -0.29
H -1.046 -2.216 0.026 -0.11 1.80 -0.44 0.35
C -0.660 1.143 -0.074 -2.39 1.85 1.84 -0.25
C 1.380 0.004 -0.131 -2.44 -0.67 1.82 0.27
C -1.369 -0.059 -0.023 0.28 3.77 -0.82 0.47
C 0.661 1.294 -0.111 4.03 -1.63 0.03 -0.30
C -0.662 -1.144 -0.105 -0.02 -5.68 0.92 -0.14
N 0.631 -1.118 -0.007 5.33 1.86 -1.28 -0.47

(5)
24
Properties=species:S:1:pos:R:3:forces:R:3:mulliken_spin:R:1 method="wB97M-V/def2-TZVPD" orbital_gap_ev="4.9 / 5.5" multiplicity=7 s_squared=12.05 homo_energy_ev="-2.1 / -3.1" charge=-2
O -27.539 28.681 18.443 0.47 0.02 0.11 -0.02
O -29.506 26.973 19.006 1.83 -0.24 -0.56 -0.02
F -27.862 31.491 5.456 -3.57 -0.45 0.26 0.00
O -25.750 29.961 6.390 0.32 1.52 0.41 0.00
O -35.363 25.155 10.819 -7.14 -2.52 -4.68 0.18
O -34.438 26.678 12.016 0.13 3.88 0.49 0.30
H -24.752 31.087 4.928 0.25 0.09 0.39 0.00
O -26.279 32.077 6.921 0.04 0.48 1.96 0.00
O -30.005 28.601 11.849 1.10 3.09 -2.03 0.37
H -26.603 32.823 4.918 0.66 0.52 0.84 0.00
O -25.933 25.859 14.436 1.57 5.37 4.19 0.26
C -25.990 25.345 13.349 -3.43 -4.42 2.41 -0.04
H -26.143 30.248 4.346 -0.26 -0.32 0.38 0.00
O -25.293 24.323 13.281 4.38 -2.55 -2.51 0.47
C -25.866 30.838 7.456 -0.47 -2.49 3.07 0.00
V -30.439 27.323 12.611 -0.99 -4.07 -4.38 1.67
O -25.733 30.464 8.646 -0.50 2.74 -5.58 0.00
O -27.099 25.192 12.831 -2.57 1.56 -3.83 0.32
C -34.440 25.760 11.193 2.69 -0.39 5.23 -0.05
O -33.404 25.046 11.300 4.46 -0.93 -1.03 0.58
C -25.756 30.776 5.218 0.41 -0.04 -1.42 0.00
C -26.654 31.960 5.581 3.13 -2.04 -0.33 0.00
V -28.008 27.166 18.362 -2.25 0.23 0.20 1.04
O -30.518 27.595 14.202 -0.28 0.95 6.41 0.95

(6)
11
Properties=species:S:1:pos:R:3:forces:R:3:mulliken_charge:R:1 method="wB97M-V/def2-TZVPD" orbital_gap_ev=9.3 de_lowest_kcal_mol=74.3 homo_energy_ev=-9.5
O -2.969 -2.109 -0.891 -1.10 -2.04 -1.37 -0.36
H 1.711 0.878 -0.393 1.28 -0.25 -0.05 0.33
O 0.951 -0.789 0.560 -0.85 0.64 -0.06 -0.26
H -0.703 0.967 -1.814 -0.26 1.17 -1.03 0.44
C -0.306 -1.300 0.747 -1.01 -2.22 1.09 -0.24
C -0.186 0.572 -1.007 -3.08 -4.32 3.70 -0.23
C 0.880 0.218 -0.348 0.58 1.25 -0.50 -0.28
I -4.253 0.377 0.129 0.32 -0.23 -0.12 -0.01
C -1.360 -0.783 0.131 2.65 2.51 -2.65 0.16
C -2.725 -1.129 -0.327 1.57 1.87 1.90 0.11
H -0.279 -2.223 1.419 -0.09 1.62 -0.91 0.32

(7)
9
Properties=species:S:1:pos:R:3:forces:R:3:mulliken_charge:R:1 method="wB97M-V/def2-TZVPD" orbital_gap_ev=9.9 smiles="C#CC(=C)C#N" de_lowest_kcal_mol=31.7 homo_energy_ev=-10.3
C 0.040 -0.184 0.275 0.97 2.76 -3.55 0.46
C -0.246 0.483 -2.251 -0.77 1.46 0.43 -0.04
C -0.553 -0.977 1.066 -0.65 -4.95 4.49 -0.63
H -1.167 -1.881 0.753 0.33 1.75 0.63 0.30
C -0.162 0.258 -1.065 -0.52 -1.52 -1.73 -0.43
C 1.013 0.634 0.820 3.93 5.44 3.70 0.15
N 1.652 1.479 1.359 -1.93 -3.30 -2.07 -0.41
H -0.554 1.110 -3.089 0.53 -0.92 0.26 0.33
H -0.022 -0.922 2.132 -1.88 -0.72 -2.16 0.27

(8)
9
Properties=species:S:1:pos:R:3:forces:R:3:mulliken_spin:R:1 method="wB97M-V/def2-TZVPD" orbital_gap_ev="6.8 / 7.8" de_lowest_kcal_mol=15.7 multiplicity=3 s_squared=2.04 homo_energy_ev="-6.1 / -9.6"
C 0.189 1.185 0.036 -2.71 0.91 -0.84 -0.07
H 0.369 2.258 -0.160 0.48 -0.90 0.42 0.01
C 0.994 0.007 -0.055 2.27 -0.58 0.25 0.48
H 0.654 -2.175 0.196 -1.33 1.75 -0.70 0.02
N -2.180 0.043 -0.041 -2.41 -0.24 -0.24 0.44
C 0.178 -1.142 -0.011 -0.88 -1.77 0.60 -0.10
C -1.174 -0.832 0.028 2.80 -1.72 0.36 0.69
H 2.143 -0.176 -0.044 -2.30 1.06 0.04 0.03
C -1.173 0.832 0.051 4.08 1.49 0.11 0.49

(9)
14
Properties=species:S:1:pos:R:3:forces:R:3:mulliken_charge:R:1 method="wB97M-V/def2-TZVPD" orbital_gap_ev=9.1 smiles=Cn1nc2nnsc2c1C#N homo_energy_ev=-9.4
H -0.120 1.349 -2.304 1.27 0.82 -0.87 0.36
N 0.383 -2.625 -1.942 0.00 -0.71 -0.47 -0.45
C 0.162 -0.724 -0.322 0.64 0.21 6.41 0.50
N -0.419 0.482 -0.502 1.44 -0.38 0.40 0.84
H -1.121 0.001 -2.156 -1.28 -1.08 -1.78 0.33
H -1.693 1.636 -1.665 -0.81 0.22 0.25 0.28
N 0.540 0.937 2.796 -0.91 2.67 -1.37 -0.24
C -0.902 0.933 -1.748 0.06 -0.24 0.07 -0.79
C 0.533 -0.719 1.171 -0.33 0.62 -3.85 0.17
N -0.287 1.293 0.475 -0.95 2.23 1.76 -1.09
N 1.114 0.043 3.364 1.46 -2.05 2.89 -0.27
C 0.230 0.629 1.500 0.13 -2.41 -0.95 0.30
C 0.248 -1.782 -1.178 0.00 -0.65 -1.25 0.04
S 1.333 -1.454 2.512 -0.73 0.76 -1.24 0.01

(10)
10
Properties=species:S:1:pos:R:3:forces:R:3:mulliken_charge:R:1 method="wB97M-V/def2-TZVPD" orbital_gap_ev=10.1 smiles=N#Cc1ccco1 de_lowest_kcal_mol=3.8 homo_energy_ev=-9.5
H -1.919 0.520 -1.459 0.18 -0.39 -0.03 0.38
C -1.160 -0.982 -0.039 -0.07 0.02 -0.16 -0.29
C 0.138 0.726 -0.621 0.21 -0.08 0.15 -0.24
H 0.549 1.590 -1.123 -0.09 0.01 0.24 0.44
C 1.891 0.275 1.149 0.60 0.31 0.28 0.16
C -1.125 0.110 -0.846 -0.12 0.11 0.00 -0.40
O -0.025 -1.081 0.686 0.03 0.04 0.13 -0.29
H -1.874 -1.779 0.108 0.05 0.18 0.01 0.43
C 0.754 -0.021 0.340 -0.13 0.26 -0.05 0.22
N 2.771 0.641 1.805 -0.66 -0.46 -0.57 -0.40